A | Here is a 2-piece molecular cluster, C2H5N5 overall from the Open Molecules 2025 dataset. Energies are from ωB97M-V with the def2-TZVPD basis set.

Output
total charge = 0
multiplicity = 1
HOMO level = -10.35 eV

Last column: natural (NBO) charge in e.
Geometry (Å):
1 C -0.10 1.26 -0.05  -0.27
2 C 0.52 -0.06 -0.18  0.31
3 H -1.86 0.58 -0.69  0.34
4 H -1.45 0.37 1.17  0.25
5 H 0.08 1.74 -0.85  0.21
6 H 0.25 1.86 0.84  0.22
7 H -0.78 -1.49 0.90  0.44
8 N -1.52 1.17 -0.02  -0.67
9 N 1.73 -0.37 -0.83  -0.31
10 N 1.99 -1.66 -0.60  -0.03
11 N 1.02 -2.24 0.01  -0.10
12 N 0.12 -1.15 0.28  -0.39



B | Here is an isolated molecule of C2H5N5 from the Open Molecules 2025 dataset. Energies are from ωB97M-V with the def2-TZVPD basis set.

Output
total charge = 0
multiplicity = 1
HOMO level = -10.25 eV

Last column: natural (NBO) charge in e.
Geometry (Å):
1 C 1.62 0.62 0.04  -0.43
2 N 0.57 0.15 -0.86  -0.42
3 N -0.58 -0.13 -0.17  -0.05
4 C -1.11 -1.34 0.01  0.14
5 N -2.22 -1.16 0.69  -0.29
6 N -2.33 0.14 0.92  -0.06
7 N -1.32 0.80 0.44  -0.10
8 H 1.35 1.54 0.59  0.20
9 H 2.48 0.83 -0.59  0.21
10 H 1.87 -0.15 0.76  0.21
11 H 0.26 0.91 -1.44  0.37
12 H -0.61 -2.20 -0.39  0.23



We find B to be the most stable, with the next structure 0.0917 hartree higher.



A | Here is C3H8N2OS as an isolated structure from the Open Molecules 2025 dataset. Energies are from ωB97M-V with the def2-TZVPD basis set.

Output
total charge = 0
multiplicity = 1
HOMO level (spin up / spin down) = -9.02 / -8.76 eV

Last column: natural (NBO) charge in e.
Geometry (Å):
1 C 0.45 1.09 -1.44  0.05
2 C -0.98 1.51 0.30  0.04
3 C 0.04 -2.31 0.47  -0.77
4 N 0.84 -0.24 -1.12  -0.82
5 N -0.93 0.18 0.81  -0.85
6 O -0.78 1.61 -1.07  -0.51
7 S 0.40 -0.55 0.36  1.56
8 H 1.29 1.77 -0.97  0.14
9 H 0.28 1.18 -2.43  0.20
10 H -1.99 1.89 0.39  0.20
11 H -0.31 2.15 1.04  0.15
12 H -0.85 -2.59 -0.04  0.26
13 H 0.94 -2.90 0.27  0.26
14 H -0.24 -2.25 1.51  0.25
15 H 1.84 -0.55 1.90  -0.16



B | Here is an isolated molecule of C3H8N2OS from the Open Molecules 2025 dataset. Energies are from ωB97M-V with the def2-TZVPD basis set.

Output
total charge = 0
multiplicity = 1
HOMO level = -8.94 eV

Last column: natural (NBO) charge in e.
Geometry (Å):
1 N -1.30 -0.52 -1.63  -0.81
2 C -0.12 -0.48 -0.99  0.66
3 O 0.81 -1.21 -1.28  -0.63
4 C 0.04 0.57 0.13  -0.17
5 N 1.18 1.45 -0.30  -0.83
6 C 0.61 -0.20 1.38  -0.53
7 S -0.68 -0.66 2.55  -0.07
8 H -1.39 -1.35 -2.20  0.41
9 H -2.03 0.14 -1.47  0.41
10 H -0.84 1.11 0.45  0.21
11 H 0.88 2.39 -0.53  0.36
12 H 1.59 1.07 -1.13  0.37
13 H 1.26 -0.93 0.92  0.25
14 H 1.26 0.46 1.95  0.24
15 H -1.27 -1.84 2.15  0.13



C | Here is an isolated molecule of C3H8N2OS from the Open Molecules 2025 dataset. Energies are from ωB97M-V with the def2-TZVPD basis set.

Output
total charge = 0
multiplicity = 1
HOMO level = -9.09 eV

Last column: natural (NBO) charge in e.
Geometry (Å):
1 N 1.49 0.01 -1.71  -0.82
2 C 0.45 0.64 -1.10  0.67
3 O 0.14 1.80 -1.24  -0.60
4 C -0.28 -0.23 -0.06  -0.17
5 N -1.74 -0.06 -0.15  -0.82
6 C 0.21 0.20 1.33  -0.50
7 S 0.09 -1.16 2.56  -0.06
8 H 1.96 -0.71 -1.18  0.39
9 H 2.09 0.55 -2.32  0.40
10 H -0.04 -1.28 -0.20  0.20
11 H -1.92 0.67 -0.83  0.37
12 H -2.10 -0.88 -0.64  0.36
13 H 1.25 0.49 1.29  0.21
14 H -0.35 1.06 1.69  0.24
15 H -1.25 -1.09 2.56  0.14



We find C to be the most stable, with the next structure 0.0131 hartree higher.



A | Here is a 2-piece molecular cluster, C3H8N2OS overall from the Open Molecules 2025 dataset. Energies are from ωB97M-V with the def2-TZVPD basis set.

Output
total charge = 0
multiplicity = 1
HOMO level = -9.36 eV

Last column: natural (NBO) charge in e.
Geometry (Å):
1 C -0.51 1.50 1.84  -0.25
2 C 0.90 -0.41 -0.63  0.41
3 C -0.67 -0.70 -1.10  -0.67
4 H -1.01 1.07 2.69  0.20
5 H 0.23 2.34 2.11  0.17
6 H -1.22 1.95 1.18  0.18
7 H 1.86 1.27 0.23  0.36
8 H 1.76 -1.65 -1.69  0.35
9 H -1.04 0.24 -1.40  0.24
10 H -1.11 -0.95 -0.15  0.26
11 H -1.60 -3.12 -0.98  0.13
12 N 0.78 0.80 -0.01  -0.37
13 N 2.03 -0.75 -1.19  -0.63
14 O 0.25 0.43 1.32  -0.42
15 S -0.64 -2.02 -2.21  0.04



B | Here is a 2-piece molecular cluster, C3H8N2OS overall from the Open Molecules 2025 dataset. Energies are from ωB97M-V with the def2-TZVPD basis set.

Output
total charge = 0
multiplicity = 1
HOMO level = -9.14 eV

Last column: natural (NBO) charge in e.
Geometry (Å):
1 N 2.28 -0.59 2.00  -0.30
2 C 2.00 -0.50 0.89  0.25
3 C 2.00 0.02 -0.44  -0.35
4 N 3.34 0.54 -0.90  -0.79
5 H 1.28 0.89 -0.53  0.24
6 H 1.70 -0.77 -1.09  0.23
7 H 3.62 1.03 -0.08  0.36
8 H 4.00 -0.18 -1.12  0.36
9 C -3.56 -0.04 0.75  -0.73
10 S -1.71 -0.05 0.24  0.42
11 O -1.54 -1.69 0.57  -0.83
12 H -3.92 0.98 0.49  0.22
13 H -3.67 -0.02 1.84  0.23
14 H -4.05 -0.85 0.16  0.22
15 H -1.87 -2.03 -0.25  0.47



C | Here is an isolated molecule of C3H8N2OS from the Open Molecules 2025 dataset. Energies are from ωB97M-V with the def2-TZVPD basis set.

Output
total charge = 0
multiplicity = 1
HOMO level = -9.15 eV

Last column: natural (NBO) charge in e.
Geometry (Å):
1 N 0.27 -0.61 2.08  -0.87
2 C -0.06 -1.66 1.24  0.78
3 O 0.22 -2.83 1.41  -0.63
4 N -0.75 -1.16 0.13  -0.66
5 C -0.65 0.25 -0.10  -0.26
6 C -0.53 0.85 -1.55  -0.47
7 S 0.80 2.19 -1.50  -0.08
8 H 0.85 -0.95 2.86  0.41
9 H -0.43 0.15 2.22  0.40
10 H -1.19 -1.76 -0.50  0.40
11 H -1.39 0.61 0.73  0.17
12 H 0.31 0.66 0.37  0.24
13 H -0.15 0.22 -2.19  0.20
14 H -1.53 1.17 -1.93  0.22
15 H -0.22 3.19 -1.85  0.15



We find C to be the most stable, with the next structure 0.0345 hartree higher.



A | Here is an isolated molecule of C8H10N2O2 from the Open Molecules 2025 dataset. Energies are from ωB97M-V with the def2-TZVPD basis set.

Output
total charge = 0
multiplicity = 1
HOMO level = -8.49 eV

Last column: natural (NBO) charge in e.
Geometry (Å):
1 C -2.06 -1.84 -0.07  -0.64
2 C -1.01 -0.80 0.18  -0.03
3 C 0.32 -1.21 -0.02  -0.19
4 C 1.46 -0.33 -0.04  0.01
5 N 2.63 -0.91 0.40  0.52
6 O 2.72 -2.09 0.16  -0.37
7 O 3.41 -0.20 1.04  -0.41
8 C 1.54 1.03 -0.77  -0.03
9 N 2.84 1.56 -1.26  -0.79
10 C 1.13 1.26 0.66  -0.19
11 C -0.24 1.27 1.12  -0.18
12 C -1.24 0.45 0.83  -0.25
13 H -1.54 -2.65 -0.70  0.22
14 H -2.90 -1.37 -0.67  0.22
15 H -2.47 -2.46 0.75  0.23
16 H 0.49 -2.19 -0.22  0.23
17 H 0.75 1.15 -1.56  0.23
18 H 3.51 1.49 -0.60  0.37
19 H 3.11 1.06 -2.07  0.36
20 H 1.87 1.68 1.24  0.24
21 H -0.49 2.18 1.77  0.22
22 H -2.09 0.67 1.51  0.23



B | Here is an isolated molecule of C8H10N2O2 from the Open Molecules 2025 dataset. Energies are from ωB97M-V with the def2-TZVPD basis set.

Output
total charge = 0
multiplicity = 1
HOMO level = -9.24 eV

Last column: natural (NBO) charge in e.
Geometry (Å):
1 N -2.41 -1.17 1.06  -0.87
2 C -2.57 0.25 0.65  -0.19
3 C -1.96 0.53 -0.77  -0.45
4 C -0.49 0.31 -0.63  0.03
5 C 0.33 1.39 -0.08  -0.22
6 C 1.67 1.24 0.13  -0.20
7 C 2.26 0.02 -0.08  0.02
8 N 3.75 -0.15 0.21  0.54
9 O 4.42 0.82 0.51  -0.36
10 O 4.14 -1.31 0.05  -0.38
11 C 1.51 -1.04 -0.47  -0.19
12 C 0.14 -0.91 -0.76  -0.22
13 H -2.69 -2.01 0.48  0.37
14 H -1.48 -1.41 1.39  0.36
15 H -2.09 0.86 1.45  0.20
16 H -3.60 0.47 0.55  0.19
17 H -2.18 1.55 -1.05  0.22
18 H -2.46 -0.15 -1.45  0.21
19 H -0.04 2.42 0.05  0.22
20 H 2.26 2.07 0.43  0.24
21 H 1.92 -2.04 -0.53  0.25
22 H -0.44 -1.77 -1.13  0.22



We find B to be the most stable, with the next structure 0.0888 hartree higher.